Record 1
ORCA calculation (ωB97M-V/def2-TZVPD) on a 11-piece molecular cluster, C25H51Cl20N4O3S overall in a non-equilibrium geometry.

Computed properties:
HOMO: -11.70 eV
total charge: +1
E_tot: -11029.70908 Eh
2S+1: 1

Structure (XYZ):
```
104
Properties=species:S:1:pos:R:3:mulliken_charge:R:1
C 1.04 -4.52 0.45 -0.4932
O 0.09 -5.57 0.30 -0.4478
C -0.62 -5.57 -0.90 0.2540
C -2.01 -5.08 -0.63 0.1890
N -2.21 -4.12 0.25 -0.1976
C -3.54 -3.93 0.25 0.2889
N -4.15 -3.00 1.02 -0.2235
S -3.35 -1.97 2.12 1.1165
C -1.89 -1.29 1.38 -1.1999
O -3.03 -2.73 3.28 -0.6236
O -4.27 -0.91 2.35 -0.5320
N -4.14 -4.77 -0.59 -0.0619
N -3.15 -5.51 -1.17 -0.0029
H 0.80 -3.92 1.32 0.2259
H 2.02 -4.96 0.62 0.2945
H 1.09 -3.84 -0.41 0.1797
H -0.63 -6.60 -1.27 0.4766
H -0.18 -4.97 -1.69 -0.3178
H -5.15 -2.93 0.99 0.1699
H -1.09 -1.45 2.10 0.3985
H -2.00 -0.23 1.20 0.3997
H -1.58 -1.77 0.46 0.4714
H -5.12 -4.88 -0.79 0.2001
H -3.28 -6.23 -1.87 0.2391
Cl -1.59 0.62 -0.91 -0.2701
C -0.06 1.45 -1.32 0.4798
C 0.86 0.57 -2.11 -0.2882
Cl 1.49 -0.79 -1.12 -0.1758
H 0.40 1.79 -0.40 -0.0722
H -0.32 2.33 -1.92 -0.2659
H 1.72 1.14 -2.44 0.2157
H 0.36 0.14 -2.98 0.3384
Cl -5.70 -5.66 5.91 -0.2544
C -4.40 -4.46 5.58 -0.0131
C -3.23 -5.08 4.87 -0.1642
Cl -2.34 -6.23 5.91 -0.2045
H -4.11 -4.02 6.52 0.3911
H -4.84 -3.69 4.95 -0.0415
H -2.53 -4.30 4.58 0.1056
H -3.54 -5.62 3.98 0.2622
Cl -7.45 -2.68 3.25 -0.1570
C -8.31 -3.51 4.59 0.0816
C -9.57 -4.18 4.12 -0.4688
Cl -10.82 -3.01 3.65 -0.1790
H -8.51 -2.78 5.36 0.3326
H -7.61 -4.25 4.98 -0.2330
H -9.98 -4.78 4.93 0.3216
H -9.39 -4.83 3.27 0.3207
Cl 2.30 2.98 0.34 -0.2151
C 3.82 3.82 -0.09 -0.2654
C 4.73 2.94 -0.91 0.2711
Cl 5.39 1.59 0.04 -0.1787
H 4.30 4.14 0.83 0.1494
H 3.55 4.70 -0.67 0.3347
H 5.58 3.53 -1.25 -0.3527
H 4.22 2.53 -1.78 0.2235
Cl 3.77 2.12 3.95 -0.1577
C 5.45 1.94 4.50 -0.4556
C 6.18 3.26 4.52 -0.5626
Cl 6.45 3.89 2.88 -0.1042
H 5.94 1.22 3.84 0.2992
H 5.41 1.52 5.50 0.3351
H 7.16 3.13 4.98 0.3115
H 5.64 4.01 5.09 0.3384
Cl 10.69 4.79 -1.65 -0.1787
C 9.81 4.08 -0.28 -0.5879
C 8.40 3.69 -0.64 -0.3201
Cl 7.37 5.12 -0.97 -0.1658
H 9.82 4.80 0.54 0.3178
H 10.36 3.20 0.04 0.3644
H 7.94 3.15 0.18 0.2344
H 8.38 3.06 -1.53 0.3709
Cl -8.11 1.37 1.65 -0.1974
C -6.48 1.40 2.37 -0.0670
C -5.88 2.78 2.43 -0.4158
Cl -5.50 3.42 0.80 -0.1888
H -5.86 0.72 1.79 -0.0164
H -6.57 1.00 3.37 0.2842
H -4.95 2.75 2.98 0.2900
H -6.56 3.48 2.91 0.3505
Cl 5.33 5.39 -4.41 -0.1874
C 6.00 7.04 -4.38 -0.4464
C 7.35 7.13 -5.04 -0.5233
Cl 8.60 6.27 -4.10 -0.1004
H 6.04 7.36 -3.34 0.2813
H 5.29 7.68 -4.91 0.3557
H 7.66 8.17 -5.10 0.2959
H 7.33 6.71 -6.04 0.3264
Cl 1.16 -4.89 -3.71 -0.1257
C 0.53 -4.62 -5.36 -0.4259
C -0.94 -4.26 -5.33 -0.4883
Cl -1.95 -5.63 -4.80 -0.1987
H 0.72 -5.52 -5.94 0.3517
H 1.10 -3.80 -5.79 0.3098
H -1.27 -3.99 -6.33 0.3874
H -1.13 -3.43 -4.66 0.2537
Cl 0.15 4.33 -3.12 -0.1570
C -0.37 4.53 -4.81 -0.5084
C -1.82 4.92 -4.91 -0.4061
Cl -2.90 3.60 -4.39 -0.1722
H -0.18 3.59 -5.33 0.3051
H 0.26 5.30 -5.25 0.3373
H -2.07 5.15 -5.95 0.3119
H -2.03 5.80 -4.30 0.3129
```

***

Record 2
ORCA calculation (ωB97M-V/def2-TZVPD) on one molecule with the formula C5H12N2 in a non-equilibrium geometry.

Computed properties:
HOMO: -8.77 eV
total charge: 0
energy relative to the best compared isomer or geometry (same formula, charge and spin): 50.54 kcal/mol
E_tot: -307.14880 Eh
2S+1: 1

Structure (XYZ):
```
19
Properties=species:S:1:pos:R:3:mulliken_charge:R:1
H 0.40 2.42 -2.61 0.2384
N 0.11 1.46 -2.39 -0.7350
C -0.34 1.30 -1.18 0.1856
N -0.93 0.14 -0.61 -0.3783
C -1.32 -0.42 0.67 -0.6513
C -0.37 -1.59 1.08 -0.6687
C 1.00 -1.05 0.65 -0.1963
C 1.55 0.20 1.33 -1.0654
H -0.14 2.03 -0.26 0.2738
H -0.72 -0.69 -1.23 0.2562
H -2.26 -0.87 0.43 0.3487
H -1.46 0.32 1.43 0.4250
H -0.46 -1.76 2.18 0.3045
H -0.74 -2.44 0.42 0.2824
H 1.76 -1.72 1.06 0.3495
H 1.03 -0.90 -0.39 0.2245
H 1.40 1.23 0.85 0.1938
H 1.14 0.39 2.34 0.2653
H 2.64 0.10 1.42 0.3474
```